(1)
The molecule C2H2N2O in a non-equilibrium geometry, computed with ωB97M-V/def2-TZVPD.

Structure (ORCA input):
```
! RIJCOSX wB97M-V def2-TZVPD def2/J DEFGRID3
* xyz 0 1
O -0.007 -1.605 1.174
C 0.469 -0.890 0.320
C 0.172 0.578 0.176
N -1.270 0.927 0.289
N -1.125 1.072 -0.876
H 1.253 -1.258 -0.366
H 0.508 1.177 -0.717
*
```

M in u: 70.051
Kohn-Sham gap (alpha / beta) in eV: 9.16 / 9.16
SMILES: O=CC1N=N1
Energy relative to the best compared isomer or geometry (same formula, charge and spin) in eV: 4.563
HOMO level (alpha / beta) in hartree: -0.354 / -0.354

=====

(2)
A cluster of 2 separate species, C2H2N2O in total in a non-equilibrium geometry, computed with ωB97M-V/def2-TZVPD.

Structure (ORCA input):
```
! RIJCOSX wB97M-V def2-TZVPD def2/J DEFGRID3
* xyz 0 3
C 1.232 -1.111 -0.849
C -2.923 -0.371 0.212
N 0.847 -0.632 0.098
N -2.274 0.203 1.055
O -3.631 -0.839 -0.553
H 1.694 -1.442 -1.757
H -1.300 0.246 1.085
*
```

M in u: 70.051
Expectation value of S²: 2.015
Kohn-Sham gap (alpha / beta) in eV: 5.16 / 8.15
Energy relative to the best compared isomer or geometry (same formula, charge and spin) in eV: 3.573
HOMO level (alpha / beta) in hartree: -0.158 / -0.430

=====

(3)
The molecule C2H2N2O2 in a non-equilibrium geometry, computed with ωB97M-V/def2-TZVPD.

Structure (ORCA input):
```
! RIJCOSX wB97M-V def2-TZVPD def2/J DEFGRID3
* xyz 0 1
O -1.941 -0.147 0.029
C -0.563 0.144 -0.061
N 0.147 1.223 0.049
N 1.390 0.675 -0.029
C 1.326 -0.657 -0.014
O 0.005 -1.075 -0.001
H -2.215 0.724 -0.084
H 2.364 -1.160 0.172
*
```

M in u: 86.050
Kohn-Sham gap in eV: 10.68
SMILES: Oc1nnco1
Energy relative to the best compared isomer or geometry (same formula, charge and spin) in eV: 2.557
HOMO level in hartree: -0.369

=====

(4)
The molecule C2H2N2O2 in a non-equilibrium geometry, computed with ωB97M-V/def2-TZVPD.

Structure (ORCA input):
```
! RIJCOSX wB97M-V def2-TZVPD def2/J DEFGRID3
* xyz 0 1
O 1.959 0.103 0.057
C 0.597 -0.101 -0.138
C -0.139 1.052 -0.023
N -1.369 0.684 0.049
O -1.376 -0.593 0.125
N -0.085 -1.123 -0.166
H 2.422 -0.701 0.590
H 0.344 1.984 -0.264
*
```

M in u: 86.050
Kohn-Sham gap in eV: 11.34
SMILES: Oc1cnon1
Energy relative to the best compared isomer or geometry (same formula, charge and spin) in eV: 4.070
HOMO level in hartree: -0.402

=====

(5)
A cluster of 2 separate species, C2H2N2O2 in total, computed with ωB97M-V/def2-TZVPD.

Structure (ORCA input):
```
! RIJCOSX wB97M-V def2-TZVPD def2/J DEFGRID3
* xyz 0 1
N -0.117 1.038 -0.007
C -0.965 0.189 0.198
N -1.687 -0.791 0.351
H -0.283 2.028 -0.003
H -2.352 -0.731 -0.407
O 2.556 0.310 -0.056
C 1.784 -0.562 -0.045
O 1.065 -1.482 -0.030
*
```

M in u: 86.050
Kohn-Sham gap in eV: 11.09
SMILES: N=C=N.O=C=O
Energy relative to the best compared isomer or geometry (same formula, charge and spin) in eV: 0.410
HOMO level in hartree: -0.385

=====

(6)
A cluster of 2 separate species, C2H2N2O2 in total in a non-equilibrium geometry, computed with ωB97M-V/def2-TZVPD.

Structure (ORCA input):
```
! RIJCOSX wB97M-V def2-TZVPD def2/J DEFGRID3
* xyz 0 3
C 1.153 -0.961 0.186
C -0.254 -0.954 0.181
N 2.271 -0.834 0.058
N -0.515 1.278 -0.189
O -1.289 1.767 0.571
O 0.270 1.716 -0.971
H -0.736 -1.025 -0.795
H -0.900 -0.987 0.958
*
```

M in u: 86.050
Expectation value of S²: 2.017
Kohn-Sham gap (alpha / beta) in eV: 8.73 / 9.38
Energy relative to the best compared isomer or geometry (same formula, charge and spin) in eV: 0.000
HOMO level (alpha / beta) in hartree: -0.328 / -0.453

=====

(7)
A structure of composition C2H2N2O2S in a non-equilibrium geometry, computed with ωB97M-V/def2-TZVPD.

Structure (ORCA input):
```
! RIJCOSX wB97M-V def2-TZVPD def2/J DEFGRID3
* xyz 0 1
C 2.482 -2.122 0.573
C -1.052 -0.474 0.279
N -0.838 -1.423 -0.448
N 2.261 -0.910 0.382
O 1.821 0.198 0.143
O -1.060 0.497 0.902
S 3.600 -2.263 -0.761
H 1.952 -2.594 1.372
H -1.400 -1.944 -1.072
*
```

M in u: 118.117
Kohn-Sham gap (alpha / beta) in eV: 7.52 / 7.52
Energy relative to the best compared isomer or geometry (same formula, charge and spin) in eV: 4.251
HOMO level (alpha / beta) in hartree: -0.316 / -0.316

=====

(8)
The molecule C2H2N2O2S in a non-equilibrium geometry, computed with ωB97M-V/def2-TZVPD.

Structure (ORCA input):
```
! RIJCOSX wB97M-V def2-TZVPD def2/J DEFGRID3
* xyz 0 1
O 1.262 0.160 1.603
C 0.380 -0.067 0.844
O -0.718 -0.832 1.041
C -1.436 -0.843 -0.131
N -0.865 -0.157 -1.064
N 0.266 0.307 -0.516
S 1.367 1.309 -1.353
H -2.371 -1.396 -0.160
H 2.116 1.519 -0.263
*
```

M in u: 118.117
Kohn-Sham gap in eV: 9.52
SMILES: O=c1ocnn1S
Energy relative to the best compared isomer or geometry (same formula, charge and spin) in eV: 0.801
HOMO level in hartree: -0.327

=====

(9)
The molecule C2H2N2O2S in a non-equilibrium geometry, computed with ωB97M-V/def2-TZVPD.

Structure (ORCA input):
```
! RIJCOSX wB97M-V def2-TZVPD def2/J DEFGRID3
* xyz 0 1
N 2.568 -0.648 2.341
C 1.759 -0.036 1.729
C 0.829 0.710 1.056
S 1.233 1.521 -0.503
N -0.553 0.585 1.225
O -0.986 0.060 2.311
O -1.195 1.119 0.294
H -1.433 0.594 3.090
H -0.559 1.060 -0.460
*
```

M in u: 118.117
Kohn-Sham gap in eV: 7.85
SMILES: N#CC(=S)N(O)O
Energy relative to the best compared isomer or geometry (same formula, charge and spin) in eV: 5.569
HOMO level in hartree: -0.338

=====

(10)
A structure of composition C2H2N2O2S in a non-equilibrium geometry, computed with ωB97M-V/def2-TZVPD.

Structure (ORCA input):
```
! RIJCOSX wB97M-V def2-TZVPD def2/J DEFGRID3
* xyz 0 1
C -1.358 0.868 0.398
C 1.230 -1.689 -0.098
N 1.696 -0.724 0.431
N -0.660 1.342 -0.516
O -0.192 1.913 -1.440
O 0.571 -2.490 -0.602
S -2.891 0.701 -0.331
H -0.992 0.567 1.366
H 2.596 -0.489 0.791
*
```

M in u: 118.117
Kohn-Sham gap (alpha / beta) in eV: 7.05 / 7.05
Energy relative to the best compared isomer or geometry (same formula, charge and spin) in eV: 4.022
HOMO level (alpha / beta) in hartree: -0.310 / -0.310

=====

(11)
The molecule C2H2N2O3 in a non-equilibrium geometry, computed with ωB97M-V/def2-TZVPD.

Structure (ORCA input):
```
! RIJCOSX wB97M-V def2-TZVPD def2/J DEFGRID3
* xyz 0 1
O -3.848 0.027 -0.255
C -2.758 0.299 0.010
N -1.672 0.677 0.318
C -0.360 0.216 0.333
O -0.058 -0.671 -0.660
N 0.558 1.441 0.484
O 1.197 1.871 -0.456
H -0.095 -0.277 1.234
H -0.258 -0.287 -1.498
*
```

M in u: 102.049
Kohn-Sham gap (alpha / beta) in eV: 9.02 / 9.02
SMILES: O=C=N[C@@H](O)N=O
Energy relative to the best compared isomer or geometry (same formula, charge and spin) in eV: 2.740
HOMO level (alpha / beta) in hartree: -0.351 / -0.351

=====

(12)
The molecule C2H2N2O3 in a non-equilibrium geometry, computed with ωB97M-V/def2-TZVPD.

Structure (ORCA input):
```
! RIJCOSX wB97M-V def2-TZVPD def2/J DEFGRID3
* xyz 0 1
O -2.576 0.567 -0.231
N -1.343 0.983 -0.777
C -0.167 0.468 -0.388
O 0.112 -0.403 0.580
C 1.410 -0.952 0.261
N 2.040 0.062 -0.395
O 0.957 1.038 -0.605
H -2.206 0.097 0.757
H 1.773 -1.860 0.799
*
```

M in u: 102.049
Kohn-Sham gap in eV: 9.00
SMILES: O/N=c1\ocno1
Energy relative to the best compared isomer or geometry (same formula, charge and spin) in eV: 6.095
HOMO level in hartree: -0.336

=====

(13)
A structure of composition C2H2N2O3 in a non-equilibrium geometry, computed with ωB97M-V/def2-TZVPD.

Structure (ORCA input):
```
! RIJCOSX wB97M-V def2-TZVPD def2/J DEFGRID3
* xyz 0 1
C 0.461 1.260 0.491
C 0.749 -0.385 -0.681
H -1.644 -1.731 0.510
H 0.393 2.221 1.037
N -0.357 -0.612 0.166
N 1.359 0.849 -0.385
O -1.427 -1.207 -0.224
O -0.690 0.685 0.686
O 1.156 -1.079 -1.600
*
```

M in u: 102.049
Kohn-Sham gap in eV: 10.60
Energy relative to the best compared isomer or geometry (same formula, charge and spin) in eV: 3.725
HOMO level in hartree: -0.378

=====

(14)
A cluster of 2 separate species, C2H2N2O3S in total in a non-equilibrium geometry, computed with ωB97M-V/def2-TZVPD.

Structure (ORCA input):
```
! RIJCOSX wB97M-V def2-TZVPD def2/J DEFGRID3
* xyz 0 1
C -0.447 -0.321 -0.298
C -0.457 0.817 0.232
N -0.419 -0.443 -1.787
N -0.474 0.635 -2.311
O 0.651 -3.106 -1.157
O 1.456 -2.295 -3.201
O -0.402 1.711 -1.759
S 0.298 -2.665 -2.457
H -0.279 -1.311 0.237
H -0.250 1.785 0.520
*
```

M in u: 134.116
Kohn-Sham gap (alpha / beta) in eV: 9.28 / 9.28
Energy relative to the best compared isomer or geometry (same formula, charge and spin) in eV: 6.169
HOMO level (alpha / beta) in hartree: -0.389 / -0.389

=====

(15)
The molecule C2H2N2O3S in a non-equilibrium geometry, computed with ωB97M-V/def2-TZVPD.

Structure (ORCA input):
```
! RIJCOSX wB97M-V def2-TZVPD def2/J DEFGRID3
* xyz 0 1
O -3.145 -0.262 0.047
C -1.871 0.048 0.001
N -1.400 1.250 0.028
O -0.006 1.033 -0.043
C 0.243 -0.286 -0.040
N 1.346 -0.890 0.020
S 2.675 0.156 0.007
O -0.962 -0.962 -0.056
H -3.274 -1.209 0.023
H 3.531 -0.850 0.181
*
```

M in u: 134.116
Kohn-Sham gap in eV: 8.82
SMILES: Oc1no/c(=N\S)o1
Energy relative to the best compared isomer or geometry (same formula, charge and spin) in eV: 2.565
HOMO level in hartree: -0.316

=====

(16)
The molecule C2H2N2O4 in a non-equilibrium geometry, computed with ωB97M-V/def2-TZVPD.

Structure (ORCA input):
```
! RIJCOSX wB97M-V def2-TZVPD def2/J DEFGRID3
* xyz 0 1
O 2.112 -0.529 -2.021
C 1.418 -0.453 -1.080
O 1.676 -1.004 0.119
N 0.476 -0.891 0.924
C -0.345 0.010 0.205
N -1.481 0.287 0.717
O -2.071 1.248 -0.151
O 0.261 0.260 -0.939
H 0.766 -0.451 1.833
H -2.813 1.523 0.393
*
```

M in u: 118.048
Kohn-Sham gap in eV: 10.13
SMILES: O=c1o[nH]/c(=N/O)o1
Energy relative to the best compared isomer or geometry (same formula, charge and spin) in eV: 2.035
HOMO level in hartree: -0.356

=====

(17)
A cluster of 2 separate species, C2H2N2O4 in total in a non-equilibrium geometry, computed with ωB97M-V/def2-TZVPD.

Structure (ORCA input):
```
! RIJCOSX wB97M-V def2-TZVPD def2/J DEFGRID3
* xyz 0 1
O -1.822 2.628 -0.809
N -1.728 1.436 -0.826
O -1.469 0.731 -1.759
C -1.703 0.803 0.463
N -1.574 0.050 1.358
O -1.589 -0.659 2.265
C 2.516 -1.221 -0.145
O 1.979 -0.434 0.624
H 2.289 -1.287 -1.248
H 3.101 -2.048 0.077
*
```

M in u: 118.048
Kohn-Sham gap in eV: 9.50
SMILES: O=[N+]([O-])C#[N+][O-].C=O
Energy relative to the best compared isomer or geometry (same formula, charge and spin) in eV: 6.950
HOMO level in hartree: -0.387

=====

(18)
The molecule C2H2N2O4 in a non-equilibrium geometry, computed with ωB97M-V/def2-TZVPD.

Structure (ORCA input):
```
! RIJCOSX wB97M-V def2-TZVPD def2/J DEFGRID3
* xyz 0 3
C 1.373 0.017 0.287
C -0.044 -0.234 0.129
N -0.456 -1.533 -0.257
N -1.058 0.873 -0.287
O -1.593 -1.516 -0.717
O -0.788 1.533 -1.240
O -2.085 0.957 0.411
O 0.626 -0.175 1.401
H 2.067 -0.880 0.122
H 1.956 0.959 0.150
*
```

M in u: 118.048
Expectation value of S²: 2.008
Kohn-Sham gap (alpha / beta) in eV: 9.12 / 9.25
Energy relative to the best compared isomer or geometry (same formula, charge and spin) in eV: 3.045
HOMO level (alpha / beta) in hartree: -0.354 / -0.429

=====

(19)
A cluster of 2 separate species, C2H2N2OS in total in a non-equilibrium geometry, computed with ωB97M-V/def2-TZVPD.

Structure (ORCA input):
```
! RIJCOSX wB97M-V def2-TZVPD def2/J DEFGRID3
* xyz 0 1
C -0.529 0.740 1.216
C -3.255 0.585 -0.485
N 0.519 -0.944 -0.036
N 0.011 0.067 0.393
O -3.036 1.288 -1.387
S -3.404 -0.638 0.408
H -1.466 1.377 1.168
H 1.421 -0.949 -0.384
*
```

M in u: 102.118
Kohn-Sham gap in eV: 9.35
Energy relative to the best compared isomer or geometry (same formula, charge and spin) in eV: 3.171
HOMO level in hartree: -0.332

=====

(20)
A cluster of 2 separate species, C2H2N2OS2 in total in a non-equilibrium geometry, computed with ωB97M-V/def2-TZVPD.

Structure (ORCA input):
```
! RIJCOSX wB97M-V def2-TZVPD def2/J DEFGRID3
* xyz 0 1
C 0.128 -1.004 -1.366
C 0.120 -0.435 0.670
H 0.399 2.437 1.586
H 0.322 -1.769 -2.224
N -0.409 0.500 -0.082
N -0.524 0.129 -1.407
O 0.313 -1.550 -0.035
S -1.202 1.857 0.672
S 0.852 -0.165 2.187
*
```

M in u: 134.185
Kohn-Sham gap in eV: 7.73
Energy relative to the best compared isomer or geometry (same formula, charge and spin) in eV: 3.441
HOMO level in hartree: -0.319